2 unconnected molecules or ions with the total composition C8H9N2O2, computed with ωB97M-V/def2-TZVPD.

Geometry as XYZ:
```
21
Properties=species:S:1:pos:R:3:forces:R:3:lowdin_charge:R:1
C 2.51576 -1.57817 -0.18701 2.4 -0.1 1.0 -0.16
C 3.81777 -1.02484 0.03541 0.8 0.2 -1.4 -0.25
C 1.72736 -0.49642 -0.12009 -2.9 2.5 0.3 -0.08
C -0.72158 0.82373 -0.13614 3.5 -0.2 0.0 0.16
C -1.72101 0.03982 -0.00905 -2.2 -1.0 -0.6 -0.34
C -0.36993 2.26682 -0.05746 -1.6 1.0 0.3 -0.71
C -3.13011 0.66273 0.15528 2.4 0.0 -1.1 -0.03
C -1.73338 -1.44123 -0.10493 0.6 -0.7 0.1 -0.08
N 3.78406 0.28573 0.03160 -0.1 1.7 1.4 -0.02
N 2.45849 0.62992 0.04656 -0.1 -2.2 -0.7 -0.04
O -1.44006 2.92713 0.01210 0.3 -0.3 -0.2 -0.02
O 0.77783 2.70472 -0.01716 1.0 -0.2 0.0 -0.02
H 2.39738 -2.60467 -0.06836 -1.0 -1.5 -0.3 0.04
H 4.84928 -1.44441 0.00775 -1.1 -0.1 0.1 0.09
H -3.03779 1.00902 1.14974 -0.9 0.7 1.1 0.07
H -3.12808 1.48639 -0.56178 -0.7 -0.1 0.4 0.08
H -3.82165 -0.12510 0.00283 -1.1 -0.4 -0.1 0.05
H -2.36902 -1.90743 0.61882 -0.8 0.0 0.6 0.07
H -0.78678 -1.89212 0.07553 1.2 0.1 0.2 0.05
H -2.01324 -1.85101 -1.06308 -0.5 0.3 -0.6 0.08
H 1.94469 1.52942 0.18943 0.9 0.2 -0.5 0.08
```
Forces are in eV/Å.

DFT total energy ... -570.108002 a.u.
Total charge ... -1
F_max ... 0.07572 Eh/bohr
Energy relative to the best compared isomer or geometry (same formula, charge and spin) ... 3.998 eV
HOMO energy (spin up / spin down) ... -0.1500 / -0.1877 hartree

A molecular structure, C13H11NO2PdS, computed with ωB97M-V/def2-TZVPD.

Geometry as XYZ:
```
29
Properties=species:S:1:pos:R:3:forces:R:3:mulliken_spin:R:1
Pd -0.23460 0.82229 -0.70012 0.4 0.2 -1.4 1.23
S -0.77024 1.90285 -2.77859 0.0 -0.5 0.2 0.48
C -2.02856 2.44855 -1.72078 -1.1 0.9 -0.1 -0.02
C -3.05456 3.35431 -2.08511 -0.5 0.0 -0.1 0.03
C -3.84772 3.86077 -1.03576 1.4 -1.3 -0.1 -0.02
C -3.58276 3.48543 0.29604 0.9 0.1 -0.9 0.04
C -2.49220 2.63290 0.57894 -1.3 1.3 -1.2 -0.03
N -1.84666 2.05344 -0.43194 -0.5 1.3 0.0 0.11
H -3.24328 3.62974 -3.17286 0.5 -0.3 1.7 0.00
H -4.59029 4.59945 -1.22514 -0.6 0.3 -0.2 0.00
H -4.15847 4.00633 1.03114 0.0 -0.1 0.7 0.00
H -2.03698 2.59803 1.55132 -0.3 -0.7 0.4 0.00
C 1.28826 -1.04038 2.91493 0.0 -0.4 1.9 0.01
C 1.08522 -0.78163 1.46424 -1.5 2.5 0.3 0.01
O 0.25256 0.18162 1.18239 1.9 -2.2 1.8 0.06
C 1.77263 -1.58058 0.55165 0.6 -2.7 -1.8 -0.01
C 2.24311 -2.88489 0.97817 0.0 0.4 -1.0 0.00
C 2.57738 -3.89352 0.11181 0.2 0.8 0.7 0.01
C 2.58935 -3.59979 -1.24788 -0.3 0.0 -1.6 0.00
C 2.25798 -2.37431 -1.79325 -0.1 0.2 1.1 0.01
C 1.79041 -1.35149 -0.88435 -0.4 2.5 -0.1 0.01
O 1.44126 -0.14550 -1.30815 1.5 -3.0 -0.4 0.06
H 0.58895 -0.45668 3.54838 0.2 -0.5 -0.6 0.00
H 2.28962 -0.79282 3.30403 -0.1 0.3 -0.7 0.00
H 1.26385 -2.11940 3.17649 -0.6 0.7 -0.2 0.00
H 2.37044 -3.11363 1.99369 -0.1 -0.1 1.3 0.00
H 2.91503 -4.86625 0.46976 -0.2 0.3 -0.1 0.00
H 2.82271 -4.42897 -1.90453 0.2 0.1 -0.3 0.00
H 2.33755 -2.14588 -2.86452 -0.2 -0.2 0.6 0.00
```
Forces are in eV/Å.

DFT total energy ... -1233.205495 a.u.
F_max ... 0.06719 Eh/bohr
Energy relative to the best compared isomer or geometry (same formula, charge and spin) ... 0.133 eV
HOMO energy (spin up / spin down) ... -0.2515 / -0.2918 hartree
2S+1 ... 3

A molecular structure, C20H23CaF6N5O5S4, computed with ωB97M-V/def2-TZVPD.

Geometry as XYZ:
```
64
Properties=species:S:1:pos:R:3:forces:R:3:lowdin_charge:R:1
Ca 0.01973 -0.66083 -1.14540 0.7 0.6 0.3 1.40
N 3.15928 -2.93171 -1.11559 0.0 0.1 0.0 0.12
C 3.40833 -1.59956 -1.24265 0.0 0.0 0.0 -0.70
N 2.50883 -0.72822 -1.60526 -0.3 0.0 0.0 0.01
C 3.04782 0.54674 -1.69704 0.0 0.0 0.0 -0.33
C 4.35943 0.63569 -1.38844 0.0 0.0 0.0 -0.34
S 4.97896 -0.92106 -0.98065 0.0 -0.1 0.0 1.07
C 2.17677 1.64383 -2.14397 0.0 0.0 0.0 -0.33
C 2.54110 2.92071 -2.39743 0.0 0.0 0.0 -0.34
S 1.18787 3.81875 -2.97857 -0.1 0.0 0.0 1.07
C 0.20580 2.40212 -2.84279 0.1 0.1 0.1 -0.69
N 0.84234 1.36210 -2.38533 -0.1 -0.3 0.1 0.00
N -1.12653 2.38339 -3.13796 0.1 0.0 0.0 0.12
H 2.18500 -3.20139 -1.11425 0.0 0.0 0.0 0.07
H 3.75562 -3.47003 -0.51141 0.0 0.0 0.0 0.10
H 4.99129 1.50812 -1.37357 0.0 0.0 0.0 0.08
H 3.50990 3.38040 -2.29358 0.0 0.0 0.0 0.08
H -1.50223 3.14195 -3.68012 0.0 0.0 0.0 0.10
H -1.49649 1.47132 -3.36592 0.0 0.0 0.0 0.08
F -3.88884 -0.25684 -4.07180 -0.1 0.0 0.0 0.15
C -3.76665 -1.53634 -3.71566 0.2 0.1 0.1 -0.69
F -3.70710 -2.29413 -4.79533 0.0 0.0 0.0 0.17
F -4.79324 -1.88859 -2.96319 0.0 0.0 0.0 0.17
S -2.20635 -1.67943 -2.75043 0.1 0.0 -0.2 0.58
O -2.37280 -0.88577 -1.54115 -0.3 0.0 0.1 -0.37
O -1.12309 -1.16553 -3.56265 -0.1 -0.1 -0.1 -0.31
N -2.17773 -3.21646 -2.50852 -0.2 -0.1 -0.1 -0.28
S -1.26248 -3.83037 -1.38820 0.1 0.0 0.1 0.64
O -1.11997 -5.23215 -1.55083 0.0 0.0 0.0 -0.23
O -0.05592 -3.02433 -1.18556 0.0 -0.1 0.0 -0.43
C -2.19869 -3.57879 0.20710 0.0 0.0 0.0 -0.67
F -1.82180 -2.43597 0.77546 -0.1 0.0 0.0 0.13
F -3.50410 -3.54620 -0.02540 0.0 0.0 0.0 0.16
F -1.92149 -4.58204 1.02669 0.0 0.0 0.0 0.16
C 0.98266 -2.17993 3.32233 0.0 0.0 -0.1 -0.06
C 1.72013 -0.84318 3.19703 0.0 0.0 0.0 -0.37
C 2.76472 -0.91851 2.07970 0.0 0.1 0.0 -0.08
C 0.73386 0.31221 3.11701 0.1 0.0 0.1 -0.14
C 0.38302 0.94812 4.30303 0.0 0.1 0.0 -0.06
C -0.52219 1.99927 4.33586 0.0 0.0 0.0 -0.10
C -1.07650 2.43519 3.14171 0.0 0.0 0.0 -0.06
C -0.75920 1.82708 1.93528 -0.1 0.0 -0.1 -0.14
C -1.38865 2.30214 0.64012 0.0 0.1 0.0 -0.38
C -1.22909 3.80883 0.42613 0.0 0.0 0.0 -0.07
C -2.85850 1.88804 0.54164 0.0 0.0 0.0 -0.06
C 0.12653 0.72700 1.91373 0.0 -0.1 0.0 -0.30
O 0.36664 0.09593 0.77839 -0.1 -0.2 -0.2 -0.34
H 1.68604 -3.01056 3.43325 0.0 0.0 0.0 0.08
H 0.38092 -2.35919 2.42631 0.0 0.0 0.0 0.07
H 0.31119 -2.17744 4.18203 0.0 0.0 0.0 0.08
H 2.27752 -0.68165 4.12440 0.0 -0.1 0.1 0.12
H 2.31286 -1.25989 1.15108 0.0 0.0 0.0 0.04
H 3.55196 -1.62233 2.36526 0.0 0.0 0.0 0.08
H 3.22432 0.05498 1.89134 0.0 0.0 0.0 0.09
H 0.84494 0.61000 5.22668 0.0 0.0 0.0 0.11
H -0.77958 2.47824 5.27198 0.0 0.0 0.0 0.09
H -1.77487 3.26677 3.15084 0.0 0.0 0.0 0.11
H -0.84313 1.81986 -0.17406 0.0 0.0 0.0 0.09
H -1.78063 4.38458 1.17392 0.0 0.0 0.0 0.07
H -1.61218 4.09276 -0.55871 0.0 0.0 0.0 0.06
H -0.17791 4.09931 0.48900 0.0 0.0 0.0 0.08
H -3.43643 2.33886 1.35226 0.0 0.0 0.0 0.08
H -2.96539 0.80418 0.62027 0.0 0.0 0.0 0.07
H -3.29567 2.20995 -0.40838 0.0 0.0 0.0 0.07
```
Forces are in eV/Å.

DFT total energy ... -4295.658212 a.u.
F_max ... 0.01937 Eh/bohr
HOMO energy ... -0.2577 hartree

A molecular structure, C16H41N5O8Zn2, computed with ωB97M-V/def2-TZVPD.

Geometry as XYZ:
```
72
Properties=species:S:1:pos:R:3:forces:R:3:lowdin_charge:R:1
Zn -8.10946 -18.16394 8.85249 -0.9 -1.1 0.4 1.05
Zn -10.22900 -16.33857 5.95852 -1.0 -2.4 1.1 1.05
C -10.47957 -17.92926 8.01248 0.2 5.1 2.5 -0.90
O -11.28494 -17.13353 7.53750 -6.2 0.7 -0.9 -0.02
O -10.14436 -18.11401 9.18184 -2.5 -3.2 5.9 -0.04
O -9.43155 -17.79534 7.40436 10.0 -0.3 -8.6 -0.12
C -11.81259 -17.42663 12.16861 -3.3 3.5 5.8 -0.75
O -12.34558 -17.09274 13.25657 0.6 -1.2 -1.6 0.01
N -11.85239 -16.61160 11.14612 0.5 1.6 -3.3 0.18
N -11.11809 -18.49774 11.98685 2.4 -3.8 -0.9 0.18
H -12.41843 -15.77628 11.10215 0.2 -0.3 0.4 0.13
H -11.25561 -16.88337 10.37794 -0.5 0.6 -0.3 0.06
H -11.11858 -19.25597 12.65408 -0.2 0.4 -0.1 0.14
H -10.73364 -18.60637 11.05922 -0.1 -0.7 0.2 0.06
C -7.93640 -18.00295 12.08700 0.1 -0.5 2.6 -0.05
O -7.89833 -18.70341 10.87578 0.2 2.2 -3.0 -0.25
C -7.90751 -20.09288 10.89686 1.6 -0.6 2.8 -0.21
C -8.40672 -20.70269 9.66552 -2.1 -0.8 -0.4 -0.17
N -7.80826 -20.16274 8.43175 0.7 -0.1 0.4 -0.07
C -8.25938 -20.75051 7.14071 0.6 -1.6 -1.1 -0.14
C -7.23311 -21.80034 6.64480 0.8 -0.8 0.6 -0.17
O -7.16784 -22.95182 7.51181 -1.8 2.7 0.2 -0.19
C -6.09412 -23.80587 7.44063 1.1 -1.6 -0.3 -0.12
H -8.57240 -18.60267 12.73811 -0.3 0.4 0.2 0.09
H -8.30889 -16.97859 12.08120 -0.2 -0.2 -0.8 0.12
H -6.97702 -17.99443 12.60432 0.4 0.0 -0.4 0.11
H -8.48920 -20.35450 11.78077 -0.6 -0.5 -0.3 0.15
H -6.92855 -20.46367 11.20058 0.6 0.1 -0.4 0.15
H -9.47324 -20.47849 9.68436 -0.2 -0.5 -0.6 0.13
H -8.19543 -21.76997 9.73154 -0.4 -0.1 -0.1 0.15
H -6.89493 -20.57596 8.55497 0.9 0.5 -0.4 0.12
H -8.30041 -20.01768 6.33488 0.0 0.3 0.4 0.11
H -9.21892 -21.26746 7.15203 -0.2 0.3 0.7 0.14
H -6.24559 -21.34011 6.61168 0.3 0.3 0.1 0.12
H -7.39655 -22.11088 5.61284 -0.6 0.0 -0.1 0.13
H -6.07321 -24.34743 6.49492 -0.1 -0.2 -0.1 0.10
H -6.23302 -24.50606 8.26436 0.0 -0.2 -0.2 0.10
H -5.08234 -23.41955 7.56372 0.0 0.9 0.1 0.09
C -11.99988 -17.67312 2.41522 0.3 1.6 -1.0 -0.02
C -11.35387 -16.89736 3.56988 -2.4 1.1 -2.4 -0.44
C -12.37095 -15.89278 4.20936 0.8 -1.0 -0.3 -0.09
O -11.68905 -15.22053 5.29978 1.0 0.5 -1.8 -0.29
C -12.29640 -13.99089 5.69809 -0.2 0.4 2.2 -0.02
N -10.92454 -17.81322 4.53141 1.2 -0.7 2.9 0.05
H -12.87454 -18.27889 2.65209 0.4 -0.3 0.3 0.10
H -11.18314 -18.16800 1.88974 -0.3 -0.7 0.2 0.10
H -12.33132 -16.96472 1.65600 -0.2 0.1 0.0 0.09
H -10.47972 -16.36710 3.19201 -0.1 0.3 -0.2 0.15
H -13.21066 -16.42283 4.65883 -0.1 -0.2 -0.1 0.15
H -12.75734 -15.19552 3.46596 0.3 0.2 0.1 0.15
H -11.63431 -13.47306 6.39205 0.2 -0.4 0.2 0.10
H -13.13092 -14.37223 6.28652 -0.6 0.9 -0.2 0.11
H -12.49370 -13.19377 4.98131 -0.3 -0.9 -0.8 0.12
H -11.73910 -18.30087 4.87607 -0.3 -0.2 0.6 0.13
H -10.35041 -18.56476 4.17691 0.5 0.1 -0.3 0.13
C -14.42431 -16.59283 8.19442 -0.4 0.0 0.8 -0.06
C -14.78132 -17.78575 9.11951 -1.0 0.2 0.0 -0.39
C -16.05201 -18.58625 8.70601 0.4 1.5 -0.8 -0.19
O -17.22473 -17.76096 8.76889 1.6 -0.2 -0.8 -0.18
C -18.36550 -18.48388 8.39585 -1.3 -0.5 2.0 -0.13
N -13.61608 -18.65099 8.99516 0.9 -0.3 0.1 0.04
H -14.16200 -17.06538 7.24785 -0.3 0.3 -0.5 0.07
H -13.49949 -16.15227 8.56684 0.1 0.0 0.2 0.05
H -15.11975 -15.75659 8.12258 -0.4 -0.4 -0.2 0.08
H -14.89183 -17.51139 10.16861 -0.2 0.5 0.0 0.14
H -16.13215 -19.52879 9.24756 -0.1 0.1 0.4 0.13
H -15.88469 -18.83176 7.65728 0.0 -0.4 -0.3 0.11
H -19.22073 -17.80940 8.43769 0.1 0.1 -0.2 0.09
H -18.48177 -19.18136 9.22537 -0.6 -0.4 0.1 0.09
H -18.45750 -19.12105 7.51627 1.0 0.5 -0.7 0.09
H -13.14986 -18.69291 9.89014 -0.2 -0.5 0.4 0.05
H -12.95364 -18.07074 8.50061 0.2 -0.4 -0.4 0.00
```
Forces are in eV/Å.

DFT total energy ... -5067.912133 a.u.
Total charge ... +2
F_max ... 0.25583 Eh/bohr
Energy relative to the best compared isomer or geometry (same formula, charge and spin) ... 0.000 eV
HOMO energy ... -0.4741 hartree

A molecular structure, C6H7ClNO3P, computed with ωB97M-V/def2-TZVPD.

Geometry as XYZ:
```
19
Properties=species:S:1:pos:R:3:forces:R:3:lowdin_charge:R:1
O 3.84751 -0.99630 1.21427 -1.4 0.6 0.0 -0.40
P 2.47056 -0.50229 0.93538 3.0 -0.9 -0.6 0.70
O 2.58799 0.83700 -0.12291 -2.6 -0.9 1.6 -0.16
C 1.35750 1.56043 -0.06563 -0.9 -0.4 -0.2 -0.51
O 1.30152 2.74290 -0.00173 0.5 -0.5 0.1 0.17
C 0.06596 0.68525 -0.10466 -0.4 -1.9 0.5 -0.32
C -0.06443 -0.29361 -1.26774 -2.6 1.2 2.0 -0.25
C -1.26558 -1.14709 -1.25134 2.5 0.5 0.3 -0.12
N -2.18844 -0.99736 -0.25022 0.4 0.4 0.3 0.03
C -2.12011 -0.11580 0.79447 2.0 1.8 0.2 -0.06
C -0.95797 0.77206 0.92967 0.7 -1.7 -2.4 -0.02
H 1.74145 -1.57331 0.32499 -0.1 1.0 0.1 0.04
H 1.72836 -0.11112 2.08251 0.0 0.3 -0.6 0.05
H 0.72500 -0.35291 -2.05497 -0.8 -0.2 1.0 0.12
H -1.38359 -1.91264 -2.05518 -0.3 0.8 1.1 0.13
H -3.00543 -1.61158 -0.28135 0.4 0.4 0.0 0.17
H -2.91586 -0.02326 1.57090 0.6 -0.6 -1.2 0.13
H -0.80952 1.50247 1.75620 -0.5 -0.8 -0.8 0.13
Cl -1.11491 1.53717 -2.15264 -0.4 1.0 -1.5 0.16
```
Forces are in eV/Å.

DFT total energy ... -1314.776869 a.u.
F_max ... 0.06806 Eh/bohr
HOMO energy ... -0.2874 hartree

A gas-phase ion, C5H10NO (charge +1), computed with ωB97M-V/def2-TZVPD.

Geometry as XYZ:
```
17
Properties=species:S:1:pos:R:3:forces:R:3:lowdin_charge:R:1
C -0.06263 0.88627 0.83014 -1.0 1.6 0.0 0.04
C -1.07575 0.27491 0.20170 -1.5 -0.4 0.7 -0.15
C -0.24860 -0.87931 -0.26809 1.3 -1.2 -1.0 -0.17
C -2.54454 0.54771 0.11807 1.1 1.0 -0.5 0.01
C 2.20716 0.28702 -0.00618 1.0 0.3 1.3 0.02
N 0.92189 -0.15058 0.55590 0.0 -0.2 -0.6 -0.07
O -0.43414 -2.24568 0.07083 -0.5 2.9 0.6 0.08
H 0.09408 1.97274 1.20750 0.0 -2.4 -0.4 0.19
H 0.08983 -0.78472 -1.31074 -0.3 0.0 0.2 0.18
H -3.08338 -0.03924 0.79273 -0.5 -0.7 2.0 0.08
H -3.10386 0.23129 -0.73710 0.5 0.2 -1.4 0.09
H -2.68062 1.61453 0.29855 -0.4 -0.2 0.1 0.10
H 2.28825 1.38248 -0.08565 -0.6 -0.6 -0.9 0.12
H 2.91544 0.12104 0.79905 0.4 -0.3 0.0 0.11
H 2.49635 -0.34307 -0.82828 0.1 0.3 -0.6 0.11
H 1.09464 -0.87224 1.23211 0.0 0.1 1.3 0.17
H 0.14562 -2.77258 -0.46957 0.3 -0.5 -0.5 0.11
```
Forces are in eV/Å.

DFT total energy ... -326.178143 a.u.
SMILES ... CC1=C[N@H+](C)[C@H]1O
Total charge ... +1
F_max ... 0.05809 Eh/bohr
Energy relative to the best compared isomer or geometry (same formula, charge and spin) ... 2.821 eV
HOMO energy ... -0.5458 hartree

- The lowest F_max belongs to which entry?
  C20H23CaF6N5O5S4